A gas-phase ion, C6H11N2O3 (charge +1) at a distorted geometry, computed with ωB97M-V with the def2-TZVPD basis set.

Last column: Löwdin charge in e.
CARTESIAN COORDINATES (ANGSTROEM)
C  0.54861  -1.16824  0.93817  0.00
C  0.38429  0.22563  0.23049  -0.55
C  0.79143  0.12154  -1.21261  0.00
C  1.19999  1.29816  0.91302  0.03
N  0.24591  1.87412  1.93959  0.04
O  0.64859  2.49134  2.94134  0.28
C  -1.12380  1.61940  1.51735  -0.31
O  -2.10178  2.16674  1.94098  0.21
N  -0.95358  0.60140  0.50360  0.03
C  -2.11233  0.07801  -0.07512  -0.15
O  -2.36523  1.01407  -1.13619  0.01
H  -0.17159  -1.78836  0.39292  0.08
H  0.48072  -1.24948  2.08202  0.13
H  1.56985  -1.55495  0.66311  0.11
H  1.87208  0.13619  -1.25994  0.10
H  0.32240  0.95674  -1.87771  0.15
H  0.51888  -0.78641  -1.70587  0.09
H  2.09412  0.76385  1.42123  0.20
H  1.56859  2.03208  0.21795  0.16
H  -2.76550  0.31251  0.75380  0.14
H  -1.97761  -0.94721  -0.47636  0.16
H  -3.22242  1.37965  -1.26693  0.09

Strongest force on any atom ... 5.42 eV/A
Energy relative to the best compared isomer or geometry (same formula, charge and spin) ... 4.284 eV
Gap between HOMO and LUMO (spin up / spin down) ... 6.48 / 6.48 eV
Total charge ... +1
SMILES ... CC1(C)C[N+](=O)C(=O)N1CO
E_HOMO (spin up / spin down) ... -14.46 / -14.46 eV